Below is a 2-piece molecular cluster, C3H8NO overall, with properties calculated with ωB97M-V/def2-TZVPD.

The geometry in XYZ format:
```
13
Properties=species:S:1:pos:R:3:forces:R:3:lowdin_charge:R:1
C 0.413 1.328 1.253 0.5 -0.4 -2.8 0.083
C -0.584 0.436 1.184 1.2 -0.3 -0.1 -0.098
C -0.470 -0.727 0.273 0.1 0.0 0.5 -0.107
N 0.579 -1.492 0.194 1.2 1.1 0.6 0.195
O -0.324 0.277 -1.885 -0.3 -2.3 -0.3 -0.067
H 0.324 2.312 1.628 -0.2 0.6 1.3 0.069
H 1.261 1.298 0.497 -0.9 -0.4 1.1 0.107
H -1.497 0.515 1.768 0.0 0.1 -0.3 0.125
H -1.333 -0.932 -0.343 -0.2 -0.6 0.4 0.137
H -0.064 1.006 -2.445 0.0 -0.1 -0.7 0.068
H 1.462 -1.043 0.644 -1.8 -1.8 -0.9 0.195
H 0.619 -2.372 -0.386 0.1 1.6 0.8 0.180
H -0.385 -0.607 -2.383 0.3 2.6 0.4 0.114
```
Positions in Å, forces in eV/Å.

Summary:
E_LUMO, eV: -4.88
HOMO energy, eV: -15.301
Total charge: +1
Orbital gap, eV: 10.42